Entry 1:
Density functional theory data (ωB97M-V with the def2-TZVPD basis set) for 2 unconnected molecules or ions with the total composition C4H5NO2.

Structure (XYZ):
```
12
Properties=species:S:1:pos:R:3:forces:R:3:mulliken_charge:R:1
O 0.9930 2.4451 0.3861 -0.24 -0.64 0.05 -0.556
C 0.5654 1.3178 0.4484 0.24 0.47 0.00 0.127
N 1.3242 0.1598 0.1180 0.09 0.03 -0.01 -0.011
C 0.6038 -0.9810 0.2820 0.04 0.04 0.04 -0.311
C -0.7336 -0.6376 0.4108 0.19 -0.04 0.02 -0.016
O -1.2628 -0.1281 1.6089 -0.11 -0.12 0.23 -0.396
C -0.8477 0.7974 0.5684 -0.05 0.22 -0.11 0.144
H 2.3130 0.2203 -0.0857 -0.10 -0.01 -0.15 0.223
H 1.0813 -1.9523 0.3081 -0.07 0.14 0.25 0.411
H -1.1315 -1.3467 -2.4676 -0.10 -0.02 -0.07 0.187
H -1.2593 -1.2998 -1.7324 0.01 -0.03 -0.32 -0.197
H -1.6457 1.4052 0.1551 0.11 -0.04 0.06 0.395
```
Forces are in eV/Å.

DFT total energy = -360.47575 Eh
Gap between HOMO and LUMO (spin up / spin down) = 7.86 / 8.05 eV
Energy above the lowest of the compared OMol25 structures with the same formula, charge and spin = 5.2700 eV
SMILES = O=C1NC=C2O[C@@H]12.[H][H]

Entry 2:
Density functional theory data (ωB97M-V with the def2-TZVPD basis set) for a molecular structure, C23H21Br2NO4PPtSSe.

Structure (XYZ):
```
55
Properties=species:S:1:pos:R:3:forces:R:3:mulliken_charge:R:1
Pt 0.3128 1.1637 -1.1840 -0.27 -0.16 -0.85 1.934
S -0.7243 1.1076 3.0363 0.12 -0.19 -0.03 -0.058
C 0.7676 1.8955 3.2616 0.06 -0.17 -0.06 -0.435
C 1.0870 2.6895 2.2112 0.04 0.02 0.00 -0.886
C 0.0750 2.7071 1.2080 -0.43 0.94 0.99 0.197
C -0.9718 1.8529 1.5001 0.16 -0.42 -0.37 0.047
C -1.9978 1.2792 0.6256 -0.11 0.15 0.05 0.588
C -3.3014 1.0549 1.0482 -0.06 0.14 -0.03 -0.511
C -4.2177 0.5001 0.1775 0.00 -0.02 0.01 -0.750
C -3.8233 0.1739 -1.1134 0.01 0.00 0.01 -0.859
C -2.5097 0.3723 -1.4663 0.03 0.02 -0.06 -0.445
N -1.6155 0.8798 -0.6058 0.20 -0.12 0.19 0.245
H 1.3386 1.7222 4.1594 0.00 0.02 0.01 0.526
H 1.9855 3.2834 2.1315 -0.08 0.12 0.08 0.518
H -3.5897 1.3681 2.0419 0.00 0.02 -0.01 0.611
H -5.2398 0.3409 0.4938 0.00 0.01 0.00 0.484
H -4.5165 -0.2339 -1.8339 0.01 -0.01 0.00 0.501
H -2.1313 0.1230 -2.4477 -0.01 -0.02 0.00 0.462
Br 1.1616 1.2462 -4.7986 0.00 -0.01 -0.02 -0.062
C 2.0423 2.5828 -3.7753 -0.01 0.03 0.04 -0.531
Br 2.5175 1.9461 -1.9746 0.09 -0.09 -0.04 -0.018
H 1.3867 3.4295 -3.6168 -0.02 -0.02 0.00 0.308
H 2.9933 2.8335 -4.2286 -0.01 0.04 0.00 0.456
C 2.0315 -1.6063 -2.0048 -0.01 -0.05 0.03 -1.586
P 0.9857 -0.9295 -0.6915 -0.03 0.04 0.38 1.011
C -0.4170 -2.0493 -0.5149 -0.03 0.02 -0.02 0.098
C -1.2239 -1.9352 0.6196 0.01 -0.04 0.00 -0.435
C -2.3436 -2.7346 0.7600 -0.01 0.01 -0.01 -0.811
C -2.6733 -3.6498 -0.2340 0.00 0.00 0.00 -0.640
C -1.8782 -3.7664 -1.3625 0.00 0.00 0.00 -0.720
C -0.7498 -2.9680 -1.5053 -0.02 0.03 -0.01 -0.771
C 1.9640 -1.1083 0.8234 0.03 0.04 -0.04 1.017
C 1.8201 -2.2097 1.6647 0.02 -0.05 -0.02 -0.372
C 2.6392 -2.3479 2.7754 -0.01 -0.01 0.00 -0.788
C 3.6108 -1.3968 3.0497 0.00 0.02 0.00 -0.544
C 3.7645 -0.3002 2.2126 0.00 -0.01 0.01 -0.763
C 2.9421 -0.1559 1.1079 -0.06 0.02 0.03 -0.134
H 2.3342 -2.6181 -1.7338 -0.02 -0.02 -0.03 0.529
H 2.9209 -0.9853 -2.0972 0.01 -0.01 0.01 0.379
H 1.5095 -1.6078 -2.9614 0.01 0.04 0.01 0.459
H -0.9641 -1.2292 1.4006 0.01 -0.02 0.00 0.548
H -2.9597 -2.6479 1.6456 0.00 0.00 0.00 0.475
H -3.5482 -4.2766 -0.1225 0.00 0.00 0.00 0.429
H -2.1283 -4.4836 -2.1326 0.00 0.00 0.00 0.445
H -0.1381 -3.0731 -2.3915 0.00 -0.01 0.00 0.369
H 1.0734 -2.9648 1.4578 0.01 0.00 0.00 0.426
H 2.5197 -3.2052 3.4242 0.00 0.00 0.00 0.440
H 4.2500 -1.5101 3.9152 0.00 0.00 0.00 0.427
H 4.5212 0.4440 2.4229 0.00 0.00 0.00 0.441
H 3.0610 0.7147 0.4753 -0.01 0.02 0.00 0.048
O 0.1172 3.8136 0.3993 0.28 -0.39 -0.68 -0.541
Se -0.8973 4.1276 -1.0468 -0.17 0.05 0.13 1.207
O -2.4068 3.9264 -0.5741 0.03 -0.04 0.02 -0.577
O -0.4293 2.8948 -2.0806 0.23 0.10 0.27 -0.737
O -0.3363 5.5207 -1.5505 -0.02 -0.01 0.00 -0.651
```
Forces are in eV/Å.

DFT total energy = -9652.81097 Eh
Gap between HOMO and LUMO = 8.08 eV
Energy above the lowest of the compared OMol25 structures with the same formula, charge and spin = 1.0718 eV
Total charge = +1

Entry 3:
Density functional theory data (ωB97M-V with the def2-TZVPD basis set) for a molecular structure, C27H26F6IN3O7S4Tm.

Structure (XYZ):
```
75
Properties=species:S:1:pos:R:3:forces:R:3:mulliken_charge:R:1
Tm 0.2648 -0.5715 -0.8575 0.29 -0.38 0.34 -0.080
C 1.4885 -2.7903 -1.8812 1.98 -0.36 0.12 0.076
C 1.7045 -3.0408 -0.5036 -0.37 1.74 0.18 1.337
C 2.4674 -1.9423 0.0486 -0.81 -1.20 -0.91 1.353
C 2.7957 -1.0828 -1.0354 0.42 0.27 -0.91 0.307
C 2.2716 -1.6290 -2.2446 -1.08 -1.25 0.28 0.463
C 2.5517 -1.3279 -3.7039 -1.23 -0.83 0.44 -1.237
C 3.7186 0.0978 -1.0411 0.08 0.38 -1.40 -1.276
C 3.1572 -1.9558 1.3627 0.02 1.51 2.01 -1.725
C 1.4693 -4.3237 0.1947 0.36 -0.33 2.48 -1.807
C 1.1494 -3.8863 -2.8565 0.59 0.24 -0.49 -1.177
H 3.5802 -1.4932 -3.9455 0.77 -0.75 -0.22 0.330
H 2.4517 -0.2958 -3.8609 -0.60 1.56 -0.56 0.240
H 1.8412 -1.9214 -4.3853 1.30 1.27 0.95 0.261
H 4.7295 -0.1119 -1.3485 0.66 -0.91 -0.20 0.423
H 3.8871 0.6049 -0.1277 -0.46 0.50 1.07 0.131
H 3.4567 0.8300 -1.8297 -0.42 -0.12 0.62 -0.110
H 4.0745 -1.3484 1.2414 -0.10 -0.68 0.28 0.387
H 3.3513 -2.9347 1.8343 0.27 0.14 -0.86 0.244
H 2.6512 -1.4368 2.2432 0.18 -0.22 -1.18 0.075
H 1.8474 -4.2130 1.2567 0.25 -0.12 -1.08 0.311
H 2.0944 -5.1081 -0.2800 -0.78 0.05 0.25 0.391
H 0.4543 -4.6438 0.5142 0.16 0.04 -1.33 0.185
H 0.1264 -4.1840 -2.7798 -0.72 -0.33 0.07 0.288
H 1.7860 -4.8134 -2.7420 -0.40 1.07 -0.06 0.274
H 1.2814 -3.4456 -3.8662 -0.15 -0.90 0.52 0.265
F 3.4211 0.9294 2.8095 0.77 -0.19 -1.51 -0.207
C 3.2196 2.1325 2.2277 -0.84 -0.41 0.40 0.452
F 3.3247 2.9508 3.2248 0.42 1.86 1.27 -0.232
F 4.0593 2.5455 1.2834 0.31 -1.19 0.08 -0.206
S 1.4857 2.2365 1.6408 -1.77 2.32 -0.03 0.978
O 1.1416 1.0150 0.9523 0.17 -0.96 -0.76 0.196
O 1.4012 3.4978 0.9268 0.57 -1.71 0.58 -0.679
N 0.7298 2.4243 3.0097 0.16 0.56 -0.43 -0.685
S 0.3173 1.4823 4.1639 -0.87 -0.51 0.09 0.843
O 0.3501 2.1741 5.4251 0.63 -0.56 -0.23 -0.699
O 0.7494 0.1174 3.9758 0.52 0.16 0.59 -0.573
C -1.4961 1.2504 3.9500 0.44 -0.49 -0.84 0.619
F -2.1995 2.3360 4.2186 -0.28 0.02 0.09 -0.246
F -1.9326 0.2199 4.6992 -0.03 0.48 0.09 -0.248
F -1.7008 0.8963 2.6624 -0.38 0.22 0.17 -0.239
C 0.1520 5.0030 -2.2645 -0.40 -0.81 -1.66 -0.839
O -0.1473 3.5791 -2.6101 0.76 1.74 0.17 -0.093
C 0.8186 2.6931 -2.9251 1.03 1.04 0.44 0.367
S 2.4789 3.0002 -3.1992 -1.82 0.13 0.30 -0.380
S 0.0671 1.1710 -3.0377 -0.38 -1.37 0.05 -0.296
H -0.6331 5.6444 -2.7440 0.52 -0.84 0.40 0.232
H 1.1139 5.2547 -2.6983 0.16 0.04 0.12 0.412
H 0.1407 5.1299 -1.1998 0.02 -0.25 0.52 0.240
O -1.2086 2.8957 -0.2134 -0.32 -0.95 -0.61 -0.439
C -1.9129 1.9794 -0.5754 0.19 2.01 0.77 -0.353
N -1.7655 0.6597 -0.1570 -1.15 -1.31 0.67 1.343
C -2.9915 0.1516 -0.0739 3.15 0.05 -0.36 0.574
O -3.2337 -0.9555 0.5886 -1.32 -0.23 -0.70 -0.256
C -3.9930 0.9392 -0.7903 -0.65 1.10 -0.52 -0.079
C -5.3324 0.7885 -1.1840 1.29 0.01 0.73 -0.363
C -5.9334 1.8628 -1.8547 -1.50 -1.64 -0.10 -0.557
C -5.2197 2.9547 -2.2611 0.27 1.44 0.10 -0.621
C -3.8642 3.0739 -1.8998 -1.17 -0.30 -0.10 -0.423
C -3.2675 2.1100 -1.1406 -1.43 -0.85 -0.65 -0.021
H -5.8759 -0.1312 -0.9754 0.05 0.29 0.05 0.485
H -7.0116 1.6935 -2.0693 0.88 0.58 -0.10 0.330
H -5.6855 3.8346 -2.7787 0.36 -1.21 0.39 0.342
H -3.3792 3.9281 -2.2599 1.09 1.03 -0.18 0.585
I -1.7919 -2.0499 -2.4238 -0.30 0.12 0.01 -0.412
C -2.3425 -1.6688 1.3281 -0.47 -1.05 2.94 0.179
C -2.9355 -2.3876 2.4435 0.19 0.00 -1.07 -0.939
C -2.0599 -3.0437 3.3451 -0.90 2.10 -0.95 -0.649
C -0.6908 -2.8260 3.1465 -1.88 -0.74 0.42 -1.070
C -0.2630 -2.1106 2.0957 0.93 0.31 -0.27 -0.089
N -1.0513 -1.5648 1.1882 -0.06 0.72 -1.63 1.070
H -4.0601 -2.3810 2.4911 1.45 -0.10 0.22 0.396
H -2.4373 -3.4050 4.2973 0.00 -0.47 -0.37 0.381
H 0.0132 -3.1825 3.8217 1.09 -0.57 1.19 0.599
H 0.7797 -1.8805 2.0138 0.29 -0.05 -0.21 0.343
```
Forces are in eV/Å.

<S²> = 2.002
2S+1 = 3
DFT total energy = -5310.41848 Eh
Gap between HOMO and LUMO (spin up / spin down) = 5.96 / 5.97 eV
Energy above the lowest of the compared OMol25 structures with the same formula, charge and spin = 1.5582 eV
Total charge = -1

Entry 4:
Density functional theory data (ωB97M-V with the def2-TZVPD basis set) for a molecular structure, C11H23Br3FO8S2Tl.

Structure (XYZ):
```
49
Properties=species:S:1:pos:R:3:forces:R:3:mulliken_charge:R:1
Tl 0.5069 -2.7455 1.4844 -0.10 0.54 -0.31 0.991
F -0.2556 0.0928 1.1056 0.04 -0.33 0.10 -0.432
O -1.9570 -1.9796 3.0232 -0.12 0.80 0.01 -0.354
C -2.6605 -1.2725 3.7325 0.93 -2.08 -0.75 0.399
O -3.4238 -1.8124 4.6702 0.22 -0.27 -1.59 -0.269
C -4.1210 -0.7719 5.2899 -1.36 2.87 1.13 -0.477
C -4.0421 0.4625 4.2966 -0.05 -0.77 2.02 -0.567
C -2.6377 0.2293 3.7594 -0.64 0.38 -0.80 -0.010
H -3.6285 -0.6315 6.2521 0.19 0.56 -0.07 0.296
H -5.1657 -0.9212 5.5627 0.05 -1.04 -0.54 0.352
H -4.2945 1.3992 4.7935 0.73 0.14 0.29 0.378
H -4.8499 0.4222 3.5660 0.37 -0.58 -0.46 0.305
H -1.7600 0.3298 4.3979 -0.16 0.72 0.66 0.229
H -2.4073 0.7508 2.8304 0.06 -0.53 -0.12 0.143
O 0.9729 -1.8698 -1.2775 -0.79 0.81 -2.44 -0.483
S 0.5649 -1.2758 -2.5764 -0.89 0.22 -0.27 0.980
O 1.4790 -1.1827 -3.7089 -0.97 -0.37 1.89 -0.608
O -0.8349 -2.0164 -3.0408 1.65 0.53 1.55 -0.288
C -1.3286 -1.6973 -4.3590 0.49 -1.56 -1.86 -0.170
C -2.6310 -2.4820 -4.6278 -0.12 1.12 0.82 -1.195
C -0.0891 0.4471 -2.2068 0.28 -1.61 -0.13 -0.561
H -0.5742 -2.0787 -5.0472 0.14 0.39 -0.14 0.310
H -1.4121 -0.6195 -4.4984 -0.32 -0.01 0.17 0.340
H -3.2030 -2.2601 -3.7269 -0.66 -0.42 -0.18 0.302
H -2.6070 -3.5533 -4.8275 0.76 0.06 0.48 0.320
H -3.1637 -2.0915 -5.4949 0.14 0.45 0.11 0.365
H 0.4842 0.6814 -1.3098 -0.12 0.41 -0.07 -0.215
H -1.1469 0.2962 -1.9910 0.11 0.06 0.20 0.435
H 0.0315 1.0959 -3.0743 0.32 -0.13 0.18 0.517
O 2.8398 -0.9732 1.2940 0.79 1.05 -0.24 -0.454
S 3.4800 0.3072 1.0780 -1.23 2.04 0.40 1.069
O 4.7064 0.7086 1.6996 -0.09 -1.12 0.00 -0.534
O 3.7210 0.5548 -0.5227 -0.90 -0.26 1.87 -0.086
C 4.4627 -0.3914 -1.1868 1.94 0.47 -1.57 -0.357
C 5.9621 0.1467 -1.3946 -0.69 -0.55 0.97 -1.029
C 2.3781 1.7540 1.2253 0.15 -0.19 -0.49 -0.571
H 4.0161 -0.2484 -2.1707 0.15 -0.95 -0.61 0.247
H 4.5041 -1.4022 -0.7811 -0.53 0.16 0.14 0.478
H 6.3907 0.2939 -0.4033 -0.28 0.24 0.30 0.306
H 5.9159 1.1018 -1.9177 0.40 -0.45 -0.33 0.324
H 6.5351 -0.6978 -1.7776 -0.08 0.43 -0.85 0.387
H 1.6129 1.7020 1.9998 0.34 -0.32 0.00 0.402
H 1.9297 1.9040 0.2432 -0.43 -0.52 -0.11 -0.114
H 3.0250 2.6286 1.2949 0.19 -0.22 0.56 0.474
C -1.4730 3.4503 -0.3585 -0.06 0.41 0.55 0.251
Br 0.3993 4.1038 -0.6623 -1.64 -0.06 0.16 0.134
Br -2.6958 3.6538 -1.9022 1.16 0.08 1.50 0.117
Br -2.2806 4.0718 1.4762 0.99 -0.59 -2.34 0.046
H -1.2750 2.3861 -0.2308 -0.37 0.00 0.21 -0.122
```
Forces are in eV/Å.

DFT total energy = -9824.65822 Eh
Gap between HOMO and LUMO = 2.35 eV
Energy above the lowest of the compared OMol25 structures with the same formula, charge and spin = 1.6960 eV
Total charge = +2

Which of these has the highest DFT total energy?
C4H5NO2